This record from the OMol25 dataset describes C28H45Cl2IrOP as an isolated structure. The level of theory is ωB97M-V/def2-TZVPD.

Computed properties:
Lowest unoccupied orbital energy (alpha / beta): 2.532 / 2.512 eV
HOMO-LUMO gap (alpha / beta): 4.550 / 6.467 eV
Multiplicity: 5
F_max: 3.94 eV/A
Total charge: -1
Molecular weight: 691.764 g/mol

```
78
C28H45Cl2IrOP, DFT ωB97M-V/def2-TZVPD
P 0.254 -0.746 -0.567
C 1.818 -0.148 -1.532
C 2.012 -0.528 -3.009
C 3.385 -0.097 -3.529
C 3.720 1.368 -3.234
C 3.339 1.838 -1.829
C 1.946 1.367 -1.388
C -1.140 0.126 -1.527
C -1.005 0.254 -3.041
C -2.289 0.793 -3.675
C -2.773 2.085 -3.011
C -2.715 2.083 -1.482
C -1.414 1.498 -0.910
C 0.086 -2.408 -1.456
C 1.302 -3.289 -1.130
C 1.193 -4.683 -1.767
C -0.147 -5.382 -1.534
C -1.353 -4.484 -1.801
C -1.263 -3.083 -1.172
H 2.617 -0.630 -0.945
H 1.268 -0.011 -3.621
H 1.871 -1.599 -3.196
H 3.424 -0.281 -4.608
H 4.139 -0.752 -3.091
H 4.792 1.526 -3.399
H 3.202 1.998 -3.970
H 4.076 1.472 -1.108
H 3.376 2.930 -1.784
H 1.765 1.666 -0.346
H 1.191 1.858 -2.018
H -2.003 -0.522 -1.303
H -3.061 0.020 -3.623
H -0.739 -0.695 -3.524
H -0.214 0.980 -3.262
H -2.110 0.963 -4.742
H -3.796 2.295 -3.343
H -2.156 2.910 -3.385
H -2.840 3.104 -1.109
H -3.560 1.506 -1.088
H -1.501 1.387 0.178
H -0.579 2.182 -1.108
H 0.099 -2.186 -2.531
H 2.230 -2.815 -1.480
H 1.389 -3.381 -0.039
H 1.372 -4.596 -2.841
H 2.003 -5.308 -1.382
H -0.190 -5.742 -0.500
H -0.206 -6.273 -2.172
H -2.259 -4.970 -1.434
H -1.492 -4.376 -2.880
H -2.085 -2.476 -1.580
H -1.416 -3.144 -0.087
Ir 0.004 0.069 2.658
Cl -2.155 -0.275 2.050
Cl 2.150 -0.329 1.992
C -0.304 1.456 3.962
H -0.524 1.249 5.024
C -0.360 2.847 3.582
C -0.933 3.862 4.404
C -1.071 5.145 3.908
C -0.596 5.467 2.626
C 0.021 4.498 1.846
C 0.137 3.187 2.303
H -1.281 3.585 5.395
H -1.555 5.898 4.516
H 0.420 4.757 0.858
H 0.601 2.401 1.693
H -0.715 6.502 2.252
C 0.153 -2.147 6.520
C -0.451 -1.237 5.487
C -1.814 -0.696 5.715
O 0.275 -0.999 4.480
H -0.560 -2.359 7.319
H 1.058 -1.682 6.930
H 0.470 -3.072 6.023
H -1.860 -0.208 6.699
H -2.139 0.000 4.937
H -2.530 -1.524 5.735
```